{
  "formula": "C8H9NOS",
  "method": "wB97M-V/def2-TZVPD",
  "total_energy_ha": -838.158294,
  "relative_energy_kj_mol": 752.3,
  "fmax_ev_per_a": 3.42,
  "elements": ["S", "O", "N", "C", "C", "C", "C", "C", "C", "C", "C", "H", "H", "H", "H", "H", "H", "H", "H", "H"],
  "positions_angstrom": [[0.364185, 0.146311, -0.778035], [2.981123, 2.958296, -0.779941], [2.045942, 2.207380, 1.065106], [-1.090606, -1.730291, -1.044843], [0.220287, -1.366077, -1.844418], [-1.633409, -0.634293, 1.275523], [3.446305, 3.695566, 0.275331], [-0.712021, -1.004462, 0.243045], [2.829922, 3.264344, 1.392131], [1.697678, 1.034391, -1.076838], [2.177914, 2.038730, -0.221556], [1.042431, -2.166257, -1.786032], [4.355932, 4.316093, 0.170323], [-1.132981, -2.823681, -1.085175], [-2.642170, -0.398773, 0.777326], [0.119539, -1.160269, -2.911632], [-1.502914, 0.363704, 1.759648], [-1.819224, -1.466593, 2.046138], [2.834219, 3.399933, 2.489046], [-2.092073, -1.525085, -1.518860]],
  "forces_ev_per_a": [[-0.3, -1.6, -0.9], [1.4, 0.7, 0.2], [-1.1, -0.8, 0.1], [0.6, -0.8, -0.8], [-0.1, -0.2, 0.0], [-3.0, 0.8, 1.3], [1.3, 0.9, 0.1], [1.3, 0.1, -1.9], [-0.3, -0.8, 1.5], [-0.5, -0.6, 0.3], [-0.6, -0.3, -0.1], [-1.1, 1.5, 0.6], [-1.1, -0.3, -0.4], [0.2, -0.1, 1.0], [0.8, -0.8, 0.6], [-0.2, 0.4, 0.2], [0.8, -1.0, 0.0], [0.4, 1.3, -1.0], [0.7, 0.9, -1.0], [1.0, 0.8, 0.3]],
  "mulliken_charge": [0.30, -0.29, -0.52, -0.47, -0.58, -1.01, -0.35, 0.17, -0.08, -0.83, 0.86, 0.29, 0.33, 0.31, 0.26, 0.37, 0.33, 0.27, 0.37, 0.26]
}